1.
# C22H36O24S3

A cluster of 7 separate species, C22H36O24S3 in total in a non-equilibrium geometry (ωB97M-V with the def2-TZVPD basis set, the OMol25 dataset).

CARTESIAN COORDINATES (ANGSTROEM)
C1 -5.643 1.269 -3.284
C2 -5.100 0.572 -2.083
O1 -4.186 -0.369 -2.539
S1 -3.383 0.095 -3.803
O2 -3.097 -1.044 -4.671
O3 -2.319 1.111 -3.575
O4 -4.777 0.757 -4.333
H1 -5.520 2.349 -3.198
H2 -6.674 0.957 -3.450
H3 -5.880 -0.013 -1.595
H4 -4.571 1.233 -1.396
C3 4.763 3.546 2.864
C4 3.952 4.606 3.607
O5 2.610 4.395 3.255
S2 2.353 2.855 2.587
O6 1.437 2.905 1.450
O7 2.037 1.891 3.623
O8 3.942 2.724 2.059
H5 5.330 2.939 3.569
H6 5.491 4.077 2.250
H7 4.113 5.611 3.215
H8 4.040 4.444 4.681
C5 -0.774 1.074 -0.830
C6 0.312 0.316 -0.243
O9 -0.081 -1.027 -0.254
S3 -1.705 -1.256 -0.145
O10 -2.110 -1.086 1.239
O11 -2.109 -2.392 -0.960
O12 -1.852 0.155 -1.010
H9 -0.376 1.386 -1.795
H10 -1.128 1.860 -0.163
H11 0.514 0.575 0.796
H12 1.316 0.386 -0.661
C7 -0.846 -4.162 2.468
C8 -0.379 -2.915 3.149
C9 0.330 -3.025 4.456
O13 1.448 -2.231 4.345
C10 1.594 -1.852 3.099
O14 2.486 -1.146 2.659
O15 0.561 -2.314 2.333
H13 -1.795 -4.306 2.984
H14 -0.095 -4.949 2.395
H15 -1.016 -3.892 1.426
H16 -1.168 -2.164 3.209
H17 0.723 -4.021 4.664
H18 -0.156 -2.595 5.332
C11 4.943 1.194 -1.647
C12 4.761 2.048 -2.925
C13 5.939 2.237 -3.894
O16 5.260 1.930 -5.094
C14 4.017 1.463 -4.948
O17 3.277 1.185 -5.889
O18 3.831 1.318 -3.663
H19 5.478 1.824 -0.937
H20 5.325 0.205 -1.902
H21 3.954 0.951 -1.259
H22 4.284 2.985 -2.636
H23 6.755 1.544 -3.688
H24 6.270 3.274 -3.948
C15 -1.819 -3.569 -4.251
C16 -1.553 -5.044 -4.460
C17 -2.124 -5.938 -3.335
O19 -3.383 -6.273 -3.864
C18 -3.408 -6.153 -5.179
O20 -4.364 -6.529 -5.912
O21 -2.374 -5.449 -5.572
H25 -1.698 -2.947 -5.138
H26 -1.180 -3.241 -3.432
H27 -2.808 -3.257 -3.916
H28 -0.475 -5.181 -4.545
H29 -2.252 -5.373 -2.411
H30 -1.599 -6.845 -3.035
C19 -1.756 1.375 3.787
C20 -1.841 2.616 4.730
C21 -0.627 2.911 5.590
O22 -0.505 4.319 5.565
C22 -1.213 4.791 4.551
O23 -1.171 5.951 4.114
O24 -1.792 3.799 3.898
H31 -2.643 1.420 3.155
H32 -1.933 0.428 4.298
H33 -0.882 1.282 3.142
H34 -2.796 2.534 5.249
H35 0.187 2.393 5.083
H36 -0.696 2.491 6.594

- Structure (SMILES): C[C@H]1COC(=O)O1.C[C@H]1COC(=O)O1.C[C@H]1COC(=O)O1.C[C@H]1COC(=O)O1.O=S1(=O)OCCO1.O=S1(=O)OCCO1.O=S1(=O)OCCO1
- Multiplicity: 1
- E: -3860.07479 Eh
- LUMO energy: 0.07 eV
- Maximum force: 0.097 Eh/bohr
- Net charge: 0
- Kohn-Sham gap: 10.17 eV

***

2.
# C22H37AlBrI2N9OPS

A structure of composition C22H37AlBrI2N9OPS in a non-equilibrium geometry (ωB97M-V with the def2-TZVPD basis set, the OMol25 dataset).

CARTESIAN COORDINATES (ANGSTROEM)
C1 -2.845 -0.775 -2.245
C2 -2.279 -1.954 -1.202
I1 -0.298 -2.768 -1.665
C3 -3.040 -2.450 -0.023
I2 -5.067 -1.560 0.256
Al1 -2.430 -3.865 1.330
Br1 -3.044 -6.077 0.542
C4 -0.456 -3.755 1.877
C5 -0.153 -4.469 3.358
O1 1.234 -5.015 3.330
C6 -0.232 -3.328 4.544
N1 -0.562 -4.014 5.860
P1 -3.663 -3.445 3.308
S1 -3.688 -1.531 3.776
H1 -3.374 0.111 -1.686
H2 -3.538 -1.271 -3.081
H3 -1.930 -0.305 -2.835
H4 0.164 -4.416 1.101
H5 0.018 -2.679 1.825
H6 -0.904 -5.377 3.547
H7 1.709 -4.755 4.177
H8 -0.996 -2.491 4.241
H9 0.824 -2.793 4.626
H10 0.321 -4.511 6.129
H11 -1.294 -4.761 5.707
H12 -3.044 -4.139 4.422
H13 -5.013 -3.930 3.157
C7 1.435 -0.524 6.925
C8 1.759 -0.406 5.493
N2 2.015 -0.313 4.362
H14 1.554 0.432 7.447
H15 0.401 -0.850 7.080
H16 2.082 -1.250 7.428
C9 -6.587 0.615 -3.423
C10 -5.443 0.265 -4.281
N3 -4.539 -0.012 -4.959
H17 -7.434 0.988 -4.009
H18 -6.944 -0.248 -2.852
H19 -6.327 1.396 -2.700
C11 3.966 0.915 2.087
C12 5.110 0.565 1.229
N4 6.014 0.288 0.551
H20 3.119 1.287 1.500
H21 3.609 0.051 2.658
H22 4.227 1.696 2.810
C13 -2.082 0.868 -7.121
C14 -1.757 0.986 -8.553
N5 -1.501 1.079 -9.684
H23 -1.962 1.824 -6.600
H24 -3.115 0.542 -6.966
H25 -1.434 0.142 -6.618
C15 1.820 1.405 -5.585
C16 0.563 1.069 -4.895
N6 -0.430 0.803 -4.351
H26 2.386 2.170 -5.043
H27 2.472 0.530 -5.686
H28 1.637 1.790 -6.593
C17 -0.965 4.949 -3.455
C18 0.179 4.598 -4.313
N7 1.083 4.322 -4.991
H29 -1.811 5.321 -4.042
H30 -1.322 4.085 -2.884
H31 -0.704 5.730 -2.733
C19 1.820 3.887 -0.431
C20 0.474 4.460 -0.263
N8 -0.590 4.912 -0.131
H32 2.533 4.317 0.280
H33 1.821 2.803 -0.275
H34 2.215 4.070 -1.436
C21 7.814 2.274 3.387
C22 6.468 2.846 3.554
N9 5.404 3.298 3.687
H35 8.527 2.703 4.098
H36 7.815 1.190 3.543
H37 8.209 2.457 2.382

- Multiplicity: 1
- E: -5579.89142 Eh
- LUMO energy: 1.85 eV
- Maximum force: 0.103 Eh/bohr
- Net charge: -1
- Kohn-Sham gap: 6.61 eV

***

3.
# C22H37BClN6O2S

A cluster of 4 separate species, C22H37BClN6O2S in total in a non-equilibrium geometry (ωB97M-V with the def2-TZVPD basis set, the OMol25 dataset).

CARTESIAN COORDINATES (ANGSTROEM)
C1 -1.267 2.730 1.938
C2 -1.040 2.297 0.408
Cl1 -2.274 0.998 0.074
C3 0.464 1.829 0.284
B1 0.845 1.031 -1.102
C4 1.584 -0.418 -0.734
C5 0.677 -1.343 0.198
C6 0.940 -2.901 -0.021
C7 -0.403 -3.655 0.411
N1 -0.610 -3.370 1.886
C8 -1.878 -2.681 2.089
N2 -1.929 -1.476 2.527
N3 -3.146 -3.328 1.799
O1 2.020 1.814 -1.652
C9 2.071 1.486 -3.033
C10 0.527 1.610 -3.428
S1 -0.125 0.594 -4.832
O2 -0.073 1.070 -2.244
H1 -0.755 3.689 2.192
H2 -0.850 1.873 2.545
H3 -2.372 2.726 2.122
H4 -1.200 3.234 -0.192
H5 1.086 2.777 0.284
H6 0.745 1.288 1.231
H7 2.496 -0.130 -0.126
H8 1.905 -0.946 -1.682
H9 0.890 -1.043 1.262
H10 -0.390 -1.159 -0.096
H11 1.226 -3.140 -1.077
H12 1.715 -3.197 0.736
H13 -0.295 -4.757 0.237
H14 -1.297 -3.217 -0.118
H15 -0.656 -4.265 2.383
H16 -0.988 -1.112 2.703
H17 -3.148 -3.672 0.835
H18 -3.842 -2.580 1.886
H19 2.672 2.194 -3.679
H20 2.426 0.461 -3.321
H21 0.113 2.641 -3.567
H22 -1.501 0.708 -4.694
N4 3.054 -4.651 -3.439
C11 4.406 -4.859 -3.408
C12 5.022 -3.676 -3.730
C13 4.002 -2.717 -3.957
C14 2.799 -3.347 -3.767
H23 2.356 -5.347 -3.248
H24 4.812 -5.828 -3.162
H25 6.087 -3.516 -3.793
H26 4.134 -1.681 -4.228
H27 1.787 -2.982 -3.839
N5 0.452 -0.391 5.385
C15 0.064 -0.312 6.694
C16 0.902 0.569 7.331
C17 1.827 1.043 6.366
C18 1.522 0.435 5.174
H28 0.017 -0.966 4.684
H29 -0.771 -0.888 7.059
H30 0.855 0.843 8.373
H31 2.626 1.750 6.526
H32 1.973 0.517 4.198
N6 -5.050 3.978 -1.732
C19 -3.706 3.732 -1.655
C20 -3.047 4.881 -2.014
C21 -4.031 5.858 -2.313
C22 -5.258 5.273 -2.127
H33 -5.773 3.312 -1.528
H34 -3.337 2.762 -1.353
H35 -1.976 5.005 -2.055
H36 -3.859 6.876 -2.628
H37 -6.256 5.664 -2.243

- Multiplicity: 1
- E: -2222.77892 Eh
- LUMO energy: 2.55 eV
- Maximum force: 0.061 Eh/bohr
- Net charge: -1
- Kohn-Sham gap: 7.05 eV

***

4.
# C22H37BeBrNP

A structure of composition C22H37BeBrNP in a non-equilibrium geometry (ωB97M-V with the def2-TZVPD basis set, the OMol25 dataset).

CARTESIAN COORDINATES (ANGSTROEM)
C1 -3.021 -0.504 -2.146
C2 -2.817 -1.001 -0.836
C3 -2.873 0.094 0.061
H1 -2.642 -2.031 -0.569
C4 -3.069 1.267 -0.694
C5 -3.142 0.902 -2.061
H2 -3.256 1.580 -2.892
H3 -3.031 -1.087 -3.049
H4 -2.731 0.044 1.127
H5 -3.103 2.271 -0.306
Be1 -1.095 0.335 -1.340
Br1 0.047 -0.497 -3.100
C6 1.676 1.011 -6.249
C7 0.585 1.793 -6.678
C8 -0.397 0.925 -7.194
H6 0.515 2.875 -6.621
C9 0.086 -0.394 -7.085
C10 1.367 -0.341 -6.500
H7 2.004 -1.192 -6.282
H8 2.592 1.383 -5.803
H9 -1.357 1.221 -7.605
H10 -0.437 -1.292 -7.396
C11 2.369 -1.366 -0.110
C12 1.768 -1.453 1.310
C13 1.345 -2.925 1.491
C14 2.884 -1.124 2.324
P1 0.246 -0.258 1.504
N1 -0.586 -0.645 0.119
C15 -0.881 -0.722 3.076
C16 0.015 -0.989 4.306
C17 -1.865 0.390 3.584
C18 -1.709 -2.005 2.812
C19 0.709 1.626 1.435
C20 -0.532 2.476 1.136
C21 1.312 2.103 2.777
C22 1.733 1.931 0.332
H11 3.223 -2.072 -0.213
H12 2.768 -0.378 -0.367
H13 1.616 -1.643 -0.874
H14 2.201 -3.604 1.301
H15 1.027 -3.147 2.519
H16 0.530 -3.188 0.783
H17 3.300 -0.117 2.140
H18 2.540 -1.167 3.371
H19 3.725 -1.840 2.225
H20 0.638 -0.108 4.553
H21 -0.600 -1.228 5.203
H22 0.666 -1.863 4.173
H23 -2.665 0.756 2.939
H24 -2.418 0.018 4.475
H25 -1.336 1.289 3.932
H26 -2.417 -1.890 1.975
H27 -1.088 -2.881 2.577
H28 -2.311 -2.275 3.707
H29 -1.346 2.320 1.863
H30 -0.286 3.560 1.147
H31 -0.886 2.243 0.121
H32 2.224 1.546 3.048
H33 1.580 3.180 2.724
H34 0.608 2.004 3.615
H35 2.716 1.492 0.579
H36 1.373 1.568 -0.654
H37 1.910 3.026 0.256

- Multiplicity: 1
- E: -3845.27383 Eh
- LUMO energy: 4.07 eV
- Maximum force: 0.140 Eh/bohr
- Net charge: -2
- Kohn-Sham gap: 3.94 eV

***

Repeat the first record exactly.
# C22H36O24S3

A cluster of 7 separate species, C22H36O24S3 in total in a non-equilibrium geometry (ωB97M-V with the def2-TZVPD basis set, the OMol25 dataset).

CARTESIAN COORDINATES (ANGSTROEM)
C1 -5.643 1.269 -3.284
C2 -5.100 0.572 -2.083
O1 -4.186 -0.369 -2.539
S1 -3.383 0.095 -3.803
O2 -3.097 -1.044 -4.671
O3 -2.319 1.111 -3.575
O4 -4.777 0.757 -4.333
H1 -5.520 2.349 -3.198
H2 -6.674 0.957 -3.450
H3 -5.880 -0.013 -1.595
H4 -4.571 1.233 -1.396
C3 4.763 3.546 2.864
C4 3.952 4.606 3.607
O5 2.610 4.395 3.255
S2 2.353 2.855 2.587
O6 1.437 2.905 1.450
O7 2.037 1.891 3.623
O8 3.942 2.724 2.059
H5 5.330 2.939 3.569
H6 5.491 4.077 2.250
H7 4.113 5.611 3.215
H8 4.040 4.444 4.681
C5 -0.774 1.074 -0.830
C6 0.312 0.316 -0.243
O9 -0.081 -1.027 -0.254
S3 -1.705 -1.256 -0.145
O10 -2.110 -1.086 1.239
O11 -2.109 -2.392 -0.960
O12 -1.852 0.155 -1.010
H9 -0.376 1.386 -1.795
H10 -1.128 1.860 -0.163
H11 0.514 0.575 0.796
H12 1.316 0.386 -0.661
C7 -0.846 -4.162 2.468
C8 -0.379 -2.915 3.149
C9 0.330 -3.025 4.456
O13 1.448 -2.231 4.345
C10 1.594 -1.852 3.099
O14 2.486 -1.146 2.659
O15 0.561 -2.314 2.333
H13 -1.795 -4.306 2.984
H14 -0.095 -4.949 2.395
H15 -1.016 -3.892 1.426
H16 -1.168 -2.164 3.209
H17 0.723 -4.021 4.664
H18 -0.156 -2.595 5.332
C11 4.943 1.194 -1.647
C12 4.761 2.048 -2.925
C13 5.939 2.237 -3.894
O16 5.260 1.930 -5.094
C14 4.017 1.463 -4.948
O17 3.277 1.185 -5.889
O18 3.831 1.318 -3.663
H19 5.478 1.824 -0.937
H20 5.325 0.205 -1.902
H21 3.954 0.951 -1.259
H22 4.284 2.985 -2.636
H23 6.755 1.544 -3.688
H24 6.270 3.274 -3.948
C15 -1.819 -3.569 -4.251
C16 -1.553 -5.044 -4.460
C17 -2.124 -5.938 -3.335
O19 -3.383 -6.273 -3.864
C18 -3.408 -6.153 -5.179
O20 -4.364 -6.529 -5.912
O21 -2.374 -5.449 -5.572
H25 -1.698 -2.947 -5.138
H26 -1.180 -3.241 -3.432
H27 -2.808 -3.257 -3.916
H28 -0.475 -5.181 -4.545
H29 -2.252 -5.373 -2.411
H30 -1.599 -6.845 -3.035
C19 -1.756 1.375 3.787
C20 -1.841 2.616 4.730
C21 -0.627 2.911 5.590
O22 -0.505 4.319 5.565
C22 -1.213 4.791 4.551
O23 -1.171 5.951 4.114
O24 -1.792 3.799 3.898
H31 -2.643 1.420 3.155
H32 -1.933 0.428 4.298
H33 -0.882 1.282 3.142
H34 -2.796 2.534 5.249
H35 0.187 2.393 5.083
H36 -0.696 2.491 6.594

- Structure (SMILES): C[C@H]1COC(=O)O1.C[C@H]1COC(=O)O1.C[C@H]1COC(=O)O1.C[C@H]1COC(=O)O1.O=S1(=O)OCCO1.O=S1(=O)OCCO1.O=S1(=O)OCCO1
- Multiplicity: 1
- E: -3860.07479 Eh
- LUMO energy: 0.07 eV
- Maximum force: 0.097 Eh/bohr
- Net charge: 0
- Kohn-Sham gap: 10.17 eV

***

Copy entry 3 word for word.
# C22H37BClN6O2S

A cluster of 4 separate species, C22H37BClN6O2S in total in a non-equilibrium geometry (ωB97M-V with the def2-TZVPD basis set, the OMol25 dataset).

CARTESIAN COORDINATES (ANGSTROEM)
C1 -1.267 2.730 1.938
C2 -1.040 2.297 0.408
Cl1 -2.274 0.998 0.074
C3 0.464 1.829 0.284
B1 0.845 1.031 -1.102
C4 1.584 -0.418 -0.734
C5 0.677 -1.343 0.198
C6 0.940 -2.901 -0.021
C7 -0.403 -3.655 0.411
N1 -0.610 -3.370 1.886
C8 -1.878 -2.681 2.089
N2 -1.929 -1.476 2.527
N3 -3.146 -3.328 1.799
O1 2.020 1.814 -1.652
C9 2.071 1.486 -3.033
C10 0.527 1.610 -3.428
S1 -0.125 0.594 -4.832
O2 -0.073 1.070 -2.244
H1 -0.755 3.689 2.192
H2 -0.850 1.873 2.545
H3 -2.372 2.726 2.122
H4 -1.200 3.234 -0.192
H5 1.086 2.777 0.284
H6 0.745 1.288 1.231
H7 2.496 -0.130 -0.126
H8 1.905 -0.946 -1.682
H9 0.890 -1.043 1.262
H10 -0.390 -1.159 -0.096
H11 1.226 -3.140 -1.077
H12 1.715 -3.197 0.736
H13 -0.295 -4.757 0.237
H14 -1.297 -3.217 -0.118
H15 -0.656 -4.265 2.383
H16 -0.988 -1.112 2.703
H17 -3.148 -3.672 0.835
H18 -3.842 -2.580 1.886
H19 2.672 2.194 -3.679
H20 2.426 0.461 -3.321
H21 0.113 2.641 -3.567
H22 -1.501 0.708 -4.694
N4 3.054 -4.651 -3.439
C11 4.406 -4.859 -3.408
C12 5.022 -3.676 -3.730
C13 4.002 -2.717 -3.957
C14 2.799 -3.347 -3.767
H23 2.356 -5.347 -3.248
H24 4.812 -5.828 -3.162
H25 6.087 -3.516 -3.793
H26 4.134 -1.681 -4.228
H27 1.787 -2.982 -3.839
N5 0.452 -0.391 5.385
C15 0.064 -0.312 6.694
C16 0.902 0.569 7.331
C17 1.827 1.043 6.366
C18 1.522 0.435 5.174
H28 0.017 -0.966 4.684
H29 -0.771 -0.888 7.059
H30 0.855 0.843 8.373
H31 2.626 1.750 6.526
H32 1.973 0.517 4.198
N6 -5.050 3.978 -1.732
C19 -3.706 3.732 -1.655
C20 -3.047 4.881 -2.014
C21 -4.031 5.858 -2.313
C22 -5.258 5.273 -2.127
H33 -5.773 3.312 -1.528
H34 -3.337 2.762 -1.353
H35 -1.976 5.005 -2.055
H36 -3.859 6.876 -2.628
H37 -6.256 5.664 -2.243

- Multiplicity: 1
- E: -2222.77892 Eh
- LUMO energy: 2.55 eV
- Maximum force: 0.061 Eh/bohr
- Net charge: -1
- Kohn-Sham gap: 7.05 eV